(1)
Formula: C42H66F6O24
Source: the OMol25 dataset
Level of theory: ωB97M-V/def2-TZVPD

The geometry in ORCA input format:
```
! wB97M-V def2-TZVPD RIJCOSX def2/J DEFGRID3
* xyz 0 1
O -0.73641 1.90597 -5.78049
C -1.44110 1.42605 -4.98040
O -2.32974 2.15955 -4.24280
C -2.56743 1.47958 -3.02618
C -2.42220 0.01728 -3.51242
F -3.58025 -0.41303 -4.12587
O -1.40967 0.15446 -4.47977
H -1.82549 1.71053 -2.30111
H -3.57556 1.76700 -2.77632
H -2.05881 -0.71583 -2.70940
O -0.74530 3.73372 -1.31491
C 0.01566 3.97705 -2.17771
O 0.57544 5.16659 -2.49944
C 1.40884 5.00001 -3.71657
C 1.43275 3.48353 -3.89927
F 2.65160 3.01188 -3.49803
O 0.46342 3.01938 -3.01881
H 0.78601 5.46499 -4.53309
H 2.38160 5.43519 -3.60915
H 1.29565 3.18713 -4.96291
O -1.34241 -4.73516 -0.45119
C -0.97913 -5.16430 0.59425
O -1.29096 -6.34074 1.16093
C -0.68743 -6.40796 2.48391
C 0.34680 -5.38022 2.44930
F 1.58857 -5.93106 2.07731
O -0.05215 -4.51493 1.39191
H -1.34190 -6.25061 3.29396
H -0.28323 -7.36261 2.59868
H 0.51746 -4.75355 3.31116
O -0.12777 -3.98388 -3.17401
C 0.84176 -4.47028 -2.81147
O 1.60456 -4.17334 -1.79563
C 2.55187 -5.13781 -1.48073
C 2.41895 -6.10503 -2.61147
F 1.95738 -7.29553 -2.05175
O 1.44548 -5.56402 -3.40433
H 3.52874 -4.61668 -1.38699
H 2.28891 -5.74833 -0.57551
H 3.32310 -6.30164 -3.19335
O -6.35043 -4.52645 0.76553
C -5.52400 -4.27567 -0.06532
O -5.32400 -5.06685 -1.16691
C -4.28199 -4.53350 -1.97375
C -4.07749 -3.09593 -1.35831
F -4.99059 -2.29823 -2.03016
O -4.57706 -3.29434 -0.05365
H -3.38354 -5.13629 -2.08900
H -4.74210 -4.34988 -2.95869
H -3.05847 -2.73457 -1.41891
O 3.17782 5.54590 -1.44830
C 3.17249 5.59581 -0.29648
O 4.19471 5.76523 0.55725
C 3.78668 5.43033 1.85112
C 2.28379 5.73509 1.85779
F 1.92277 7.04626 2.20150
O 1.96820 5.59098 0.49935
H 3.97032 4.30078 2.00664
H 4.40076 5.96288 2.54806
H 1.77612 5.05721 2.52580
C -3.34242 -1.65307 3.21900
C -4.66279 -1.98688 3.95224
C -4.55756 -3.51309 3.87579
O -3.17376 -3.81463 4.05317
C -2.41881 -2.77140 3.48875
H -3.01497 -0.63199 3.47391
H -3.57435 -1.78874 2.19438
H -5.56252 -1.57822 3.41878
H -4.59020 -1.62378 4.98381
H -4.86348 -3.78460 2.89707
H -5.16918 -4.03956 4.61141
H -1.97107 -3.10730 2.53065
H -1.56616 -2.53662 4.15203
C 2.81742 -1.80977 -5.71804
C 1.42916 -1.19243 -5.92370
C 1.65569 -0.50744 -7.31684
O 2.91741 0.14963 -7.03287
C 3.64915 -0.58026 -6.04700
H 2.98710 -2.61230 -6.48051
H 3.09070 -1.95214 -4.70764
H 1.07063 -0.49059 -5.15583
H 0.55545 -1.91636 -6.00704
H 0.93254 0.24222 -7.57509
H 1.76485 -1.17906 -8.18864
H 3.79341 0.06476 -5.10209
H 4.70598 -0.73928 -6.36666
C -3.96754 3.18296 1.52371
C -3.92209 1.83783 2.23633
C -3.43646 2.21320 3.67425
O -2.91223 3.53676 3.59013
C -3.65899 4.19567 2.57402
H -4.92267 3.39701 1.05832
H -3.15666 3.19850 0.79753
H -3.33676 1.13510 1.65113
H -4.88545 1.27192 2.33107
H -2.64651 1.50316 3.93718
H -4.25356 2.13709 4.39908
H -3.11952 5.12370 2.29443
H -4.60794 4.57606 3.01688
C 4.45731 2.07437 -0.38721
C 5.34676 1.07877 0.39107
C 4.67999 0.90016 1.81206
O 3.41836 1.47611 1.66977
C 3.14697 1.77174 0.31325
H 4.48196 1.88298 -1.47295
H 4.68186 3.12636 -0.18725
H 6.36999 1.32670 0.50240
H 5.26970 0.14215 -0.18612
H 5.23943 1.42710 2.56539
H 4.59487 -0.14615 2.07730
H 2.42923 2.60714 0.30201
H 2.65133 0.86390 -0.10536
C 2.04449 1.77353 4.97333
C 0.72669 2.50571 5.14995
C 1.06089 3.93840 4.72330
O 2.46654 3.95239 4.28680
C 3.14472 2.79076 4.78544
H 2.05972 1.02307 4.21616
H 2.23143 1.21561 5.89709
H 0.35689 2.43735 6.12304
H -0.06542 2.01783 4.59098
H 0.95808 4.68919 5.49738
H 0.43848 4.24760 3.86996
H 3.69817 3.02794 5.74213
H 3.89270 2.42413 4.06735
C 0.00116 0.28197 1.25399
C 0.45209 -1.06001 0.74101
C -0.60039 -1.35647 -0.30152
O -1.40333 -0.20054 -0.49949
C -0.65288 0.87415 0.04572
H 0.86086 0.88907 1.66026
H -0.79417 0.20314 2.05642
H 0.44135 -1.74798 1.56027
H 1.47175 -1.00395 0.37439
H -1.30511 -2.11374 0.04721
H -0.10024 -1.65697 -1.28291
H -1.32740 1.70737 0.27817
H 0.12769 1.20103 -0.67775
*
```

Output
- E (eV) = -110066.2168
- energy relative to the best compared isomer or geometry (same formula, charge and spin) (kcal/mol) = 17.6
- maximum force (hartree/bohr) = 0.0920
- SMILES string = O=C1OC[C@@H](F)O1.O=C1OC[C@@H](F)O1.O=C1OC[C@@H](F)O1.O=C1OC[C@@H](F)O1.O=C1OC[C@@H](F)O1.O=C1OC[C@@H](F)O1.C1CCOC1.C1CCOC1.C1CCOC1.C1CCOC1.C1CCOC1.C1CCOC1
- lowest unoccupied orbital energy (Eh) = 0.00175



(2)
Formula: C30H24ClNO2PS2Tl
Source: the OMol25 dataset
Level of theory: ωB97M-V/def2-TZVPD

The geometry in ORCA input format:
```
! wB97M-V def2-TZVPD RIJCOSX def2/J DEFGRID3
* xyz 0 1
C -0.96318 -1.62315 2.08290
C -0.83378 -2.26525 0.81360
C 0.56252 -2.48315 0.58980
H -1.64178 -2.54915 0.16450
C 1.25902 -1.96575 1.71210
C 0.31782 -1.46245 2.65200
H 0.54842 -0.97235 3.58080
H -1.88638 -1.26625 2.50470
H 1.00782 -2.95705 -0.26700
H 2.32922 -1.91475 1.81360
Tl 0.16252 -0.33095 0.65120
Cl 2.08362 1.04035 0.80110
P 0.17372 -0.01735 -1.60900
C 1.40922 -1.05885 -2.48310
C 1.11082 -1.76415 -3.64770
H 0.11082 -1.74135 -4.05540
C 2.09382 -2.50155 -4.29300
H 1.84682 -3.04855 -5.19330
C 3.38552 -2.53475 -3.78930
H 4.15092 -3.10935 -4.29390
C 3.69202 -1.82135 -2.63810
H 4.69962 -1.83285 -2.24460
C 2.71222 -1.08985 -1.98630
H 2.95562 -0.52775 -1.09590
C -1.42958 -0.48515 -2.35030
C -1.88988 -1.79945 -2.26460
H -1.25638 -2.56905 -1.84530
C -3.14868 -2.13505 -2.73450
H -3.48898 -3.16035 -2.67390
C -3.97058 -1.15795 -3.28180
H -4.95618 -1.41855 -3.64420
C -3.52308 0.15205 -3.35840
H -4.15958 0.91935 -3.77800
C -2.25918 0.48945 -2.89690
H -1.91938 1.51265 -2.95510
C 0.49842 1.64905 -2.30330
C 1.00812 1.76935 -3.59570
H 1.25442 0.88735 -4.16930
C 1.21172 3.02095 -4.15370
H 1.61062 3.10205 -5.15610
C 0.91452 4.16425 -3.42440
H 1.07722 5.14225 -3.85870
C 0.41132 4.04775 -2.13760
H 0.18362 4.93365 -1.56040
C 0.20492 2.79695 -1.57400
H -0.18458 2.71245 -0.57390
O 1.86362 3.48365 5.18810
S 1.57492 1.99185 4.97020
O 2.86432 1.26775 4.55160
N 0.85172 2.11955 3.37610
C -0.32548 1.59615 3.31050
S -1.24078 1.51915 1.75320
C -0.80228 1.02795 4.58690
C -2.02148 0.39705 4.84610
C -2.26148 -0.10765 6.13550
C -1.28828 0.02255 7.14470
C -0.07278 0.66575 6.87170
C 0.14342 1.15915 5.58520
H -2.76908 0.29055 4.07300
H -3.19798 -0.60485 6.35450
H -1.47848 -0.37315 8.13350
H 0.68452 0.76825 7.63970
*
```

Output
- E (eV) = -85253.6425
- maximum force (hartree/bohr) = 0.1781
- lowest unoccupied orbital energy (Eh) = -0.01252



(3)
Formula: C34H64Cl18N4
Source: the OMol25 dataset
Level of theory: ωB97M-V/def2-TZVPD

The geometry in ORCA input format:
```
! wB97M-V def2-TZVPD RIJCOSX def2/J DEFGRID3
* xyz 0 1
C 5.07523 1.99421 1.17395
C 5.19853 0.67217 1.88783
C 4.21055 0.48250 3.04214
C 4.59221 1.17050 4.30255
N 4.89928 1.68572 5.30304
H 4.18959 1.97622 0.53879
H 5.97395 2.10678 0.56754
H 4.95220 2.74268 1.95673
H 6.20773 0.62869 2.29734
H 5.00887 -0.10698 1.14955
H 4.16000 -0.57274 3.31049
H 3.25279 0.88429 2.71144
C -3.21233 -2.29799 -3.44195
C -1.67722 -2.57033 -3.57564
C -1.15375 -3.97176 -3.23901
C -1.67212 -4.99781 -4.12712
N -2.09540 -5.83601 -4.81327
H -3.83328 -2.83549 -4.15861
H -3.27364 -1.23018 -3.65204
H -3.52144 -2.47666 -2.41209
H -1.07997 -1.94967 -2.90767
H -1.31249 -2.17843 -4.52510
H -1.36215 -4.27773 -2.21380
H -0.07370 -3.95313 -3.38480
C -5.79154 0.21393 -0.83850
C -5.15769 1.35291 -1.64198
C -6.12409 2.46985 -1.93653
C -6.86065 3.06363 -0.81188
N -7.42240 3.51987 0.06789
H -5.31300 -0.76446 -0.79559
H -6.70788 -0.03495 -1.37375
H -6.05324 0.51279 0.17654
H -4.76877 0.93504 -2.57054
H -4.22057 1.66600 -1.18167
H -6.93166 2.15907 -2.59938
H -5.74958 3.33222 -2.48803
C -1.20717 0.89446 -0.46398
C -1.16258 -0.13611 0.71037
C 0.28223 -0.14335 1.37462
C 1.37433 -0.73558 0.57235
N 2.18863 -1.22318 -0.08460
H -0.79662 1.87671 -0.23006
H -2.20452 1.08567 -0.85999
H -0.66743 0.50865 -1.32882
H -1.31528 -1.10832 0.24175
H -1.87400 0.06297 1.51184
H 0.26720 -0.83014 2.22090
H 0.61238 0.85353 1.66676
Cl -3.93331 2.09596 1.86476
C -5.02461 2.79762 3.05025
C -5.49677 1.85959 4.16368
Cl -6.56231 2.81426 5.28594
H -5.87467 3.20595 2.50366
H -4.38658 3.55503 3.50561
H -4.62487 1.55224 4.74110
H -6.20408 1.12513 3.77848
Cl -1.52442 -3.63792 1.13536
C -1.88113 -4.10372 2.81822
C -1.26119 -3.08915 3.81846
Cl -2.17280 -1.50585 3.89167
H -1.54040 -5.12738 2.97352
H -2.95541 -4.15331 2.99592
H -0.18497 -2.95287 3.71233
H -1.25155 -3.47223 4.83888
Cl 2.41238 -4.70894 -0.56817
C 1.77047 -4.41975 1.06647
C 2.73411 -4.65277 2.25688
Cl 4.29425 -3.73716 2.25470
H 0.89569 -5.06561 1.14225
H 1.44199 -3.38086 1.09626
H 2.95941 -5.71523 2.34924
H 2.27992 -4.38785 3.21167
Cl 1.64418 1.95057 -1.83730
C 2.79571 2.39785 -3.14086
C 4.22140 2.70902 -2.64299
Cl 5.13814 1.19749 -2.35278
H 2.43525 3.29829 -3.63821
H 2.79498 1.62488 -3.90938
H 4.33948 3.38835 -1.79880
H 4.71418 3.22427 -3.46747
Cl 7.08965 -2.17949 0.91840
C 6.05345 -2.16957 -0.52934
C 5.75912 -3.50979 -1.22214
Cl 7.34887 -4.25062 -1.63221
H 6.57144 -1.56155 -1.27102
H 5.09984 -1.74728 -0.21250
H 5.25307 -3.31335 -2.16735
H 5.22944 -4.27576 -0.65573
Cl -1.44059 5.16636 3.48411
C -1.12609 4.41493 1.90677
C -1.73061 5.26966 0.74812
Cl -1.44907 4.51490 -0.83088
H -1.56443 3.41971 1.83276
H -0.05963 4.26272 1.74064
H -1.20543 6.22439 0.72054
H -2.79149 5.46893 0.89955
Cl 1.13141 -0.66143 5.56123
C 0.65345 0.92945 6.23528
C 0.06419 1.78954 5.13338
Cl 1.29081 2.29473 3.88355
H 1.56717 1.44331 6.53388
H -0.02407 0.72673 7.06473
H -0.32553 2.72256 5.54044
H -0.78756 1.32393 4.63757
Cl 3.31816 -1.03046 -5.38065
C 2.08649 -1.83188 -4.35270
C 2.79394 -2.63530 -3.27281
Cl 3.56602 -4.04298 -4.02991
H 1.53602 -2.48029 -5.03435
H 1.42139 -1.07546 -3.93607
H 2.14341 -2.84814 -2.42452
H 3.55300 -1.97635 -2.85128
Cl -0.92149 0.74275 -4.28815
C -0.77094 2.37381 -4.99100
C -1.76496 3.30205 -4.33774
Cl -3.45285 3.18553 -4.92798
H -0.91884 2.30518 -6.06874
H 0.21598 2.76015 -4.73642
H -1.57928 4.32559 -4.66328
H -1.67556 3.31680 -3.25152
*
```

Output
- E (eV) = -267660.9987
- maximum force (hartree/bohr) = 0.0446
- lowest unoccupied orbital energy (Eh) = -0.00072



(4)
Formula: C65H62As2N6O3PSV
Source: the OMol25 dataset
Level of theory: ωB97M-V/def2-TZVPD

The geometry in ORCA input format:
```
! wB97M-V def2-TZVPD RIJCOSX def2/J DEFGRID3
* xyz 3 2
V 0.08517 0.16008 0.18889
C -2.05911 1.74133 -4.83517
N -1.34335 2.06233 -3.58576
C -1.04461 1.18777 -2.60199
N -0.45684 1.80117 -1.56883
C -0.40987 3.15704 -1.92685
C -0.94510 3.30942 -3.18795
C -1.15026 4.51960 -4.01551
C -0.56620 4.61634 -5.27948
C -0.77890 5.74400 -6.06255
C -1.57724 6.77644 -5.58742
C -2.15033 6.68849 -4.32559
C -1.93756 5.56534 -3.53979
C 0.04220 4.32625 -1.13975
C 0.76698 5.33325 -1.78075
C 1.13676 6.48459 -1.10652
C 0.76606 6.66217 0.21971
C 0.03498 5.67517 0.86105
C -0.31139 4.50589 0.18903
P -1.71572 -0.48737 -2.68602
C -0.20975 -1.39696 -2.27141
N 0.69180 -1.10376 -1.32388
C 1.68102 -2.12082 -1.37703
C 1.33154 -2.97803 -2.38833
N 0.14755 -2.50462 -2.92215
C -0.65764 -3.17960 -3.96165
C 1.98571 -4.19055 -2.92131
C 2.36946 -4.23513 -4.26191
C 2.96917 -5.37472 -4.77986
C 3.18401 -6.47770 -3.96221
C 2.80128 -6.43736 -2.62661
C 2.20539 -5.29819 -2.10718
C 2.90320 -2.31869 -0.54926
C 2.95858 -2.16145 0.83108
C 4.10783 -2.46380 1.55103
C 5.23875 -2.91680 0.90076
C 5.21188 -3.06843 -0.48395
C 4.06119 -2.77991 -1.19521
C -2.51977 -0.40951 -1.06204
N -2.02847 0.19838 0.02709
C -3.05394 0.23267 0.97272
C -4.15926 -0.36523 0.42949
N -3.80198 -0.75404 -0.84309
C -4.70055 -1.38029 -1.82640
C -5.50756 -0.55774 0.99266
C -6.12699 -1.80562 0.95216
C -7.40571 -1.96783 1.46740
C -8.06985 -0.88692 2.02764
C -7.45271 0.35556 2.07904
C -6.17585 0.52015 1.56778
C -2.99175 0.77230 2.35006
C -3.43484 -0.01422 3.41890
C -3.49174 0.50903 4.70232
C -3.14291 1.83559 4.93316
C -2.71993 2.62456 3.87592
C -2.62639 2.08922 2.59534
H -3.00433 1.25343 -4.61468
H -1.45889 1.09331 -5.46854
H -2.26043 2.66118 -5.36698
H 0.08150 3.82052 -5.63891
H -0.31984 5.81690 -7.04193
H -1.75113 7.65085 -6.20423
H -2.77079 7.49664 -3.95518
H -2.38504 5.49244 -2.55288
H 1.05697 5.20799 -2.81877
H 1.70367 7.25176 -1.62058
H 1.03587 7.57041 0.74651
H -0.28675 5.84063 1.87954
H -0.89816 3.74729 0.67187
H -0.30701 -4.19975 -4.06354
H -0.55730 -2.67696 -4.92008
H -1.70050 -3.19573 -3.66577
H 2.22029 -3.36787 -4.90023
H 3.26710 -5.40135 -5.82184
H 3.64610 -7.37104 -4.36689
H 2.96045 -7.30081 -1.98977
H 1.90169 -5.27292 -1.06510
H 2.09241 -1.85875 1.38638
H 4.10569 -2.34403 2.62904
H 6.13797 -3.15162 1.45975
H 6.09326 -3.41524 -1.01169
H 4.06362 -2.90665 -2.27029
H -5.71899 -1.08389 -1.61065
H -4.62792 -2.46355 -1.77822
H -4.44117 -1.04933 -2.82365
H -5.59409 -2.66541 0.55620
H -7.87992 -2.94032 1.43479
H -9.06835 -1.01493 2.42755
H -7.97338 1.20167 2.51065
H -5.69993 1.49566 1.59557
H -3.72848 -1.03914 3.23860
H -3.82978 -0.11503 5.52296
H -3.23089 2.25696 5.92896
H -2.51186 3.67426 4.04691
H -2.38076 2.72386 1.76227
C 2.71195 3.03169 -0.62896
As 2.38749 1.13088 -0.40802
C 3.46979 0.53126 -1.89378
C 3.44309 1.02842 1.20528
C 4.82982 0.96719 1.16710
C 5.55235 1.12193 2.33794
C 4.88951 1.35018 3.54055
C 3.50559 1.41967 3.56983
C 2.77146 1.25210 2.39693
As 0.82719 1.43116 2.43245
C 0.74771 3.16320 3.29395
C 0.40973 0.24469 3.90348
H 3.78736 3.12359 -0.52148
H 2.21329 3.60994 0.13726
H 2.40649 3.37457 -1.60897
H 4.22760 -0.15861 -1.55289
H 3.92358 1.41518 -2.32404
H 2.85273 0.03996 -2.63928
H 5.35028 0.80303 0.23279
H 6.63511 1.07978 2.31339
H 5.45347 1.48936 4.45512
H 3.00639 1.61370 4.50981
H 1.60264 3.74168 2.96923
H 0.79788 2.97356 4.36002
H -0.16409 3.68596 3.06265
H 0.96425 0.57574 4.77446
H 0.70783 -0.76723 3.64851
H -0.66071 0.27313 4.11263
C 2.59991 -5.72314 5.01710
C 1.68765 -4.96430 4.09087
C 1.80298 -5.09121 2.70501
C 0.99835 -4.35717 1.85355
C 0.05643 -3.49424 2.40626
C -0.10833 -3.36680 3.78877
C 0.71162 -4.10478 4.61568
S -0.93384 -2.54329 1.35784
O -2.19824 -2.31448 1.95484
O -0.87713 -3.05165 0.02778
O -0.14842 -1.05786 1.32392
H 3.14989 -6.50321 4.49263
H 2.03764 -6.18027 5.83257
H 3.32450 -5.04110 5.46714
H 2.53470 -5.77748 2.29018
H 1.07171 -4.45371 0.77726
H -0.88734 -2.72786 4.19374
H 0.59074 -4.03350 5.69192
*
```

Output
- E (eV) = -250964.0324
- maximum force (hartree/bohr) = 0.0548
- expectation value of S² = 0.782
- lowest unoccupied orbital energy (alpha / beta) (Eh) = -0.33450 / -0.31165



(5)
Formula: C4H2Li2O2
Source: the OMol25 dataset
Level of theory: ωB97M-V/def2-TZVPD

The geometry in ORCA input format:
```
! wB97M-V def2-TZVPD RIJCOSX def2/J DEFGRID3
* xyz 0 1
C -1.39003 0.49370 -0.67961
C -0.09713 0.61819 -0.65275
C 0.68084 0.06345 0.76395
C 1.88499 -0.58840 0.73396
O 2.55538 -0.64662 -0.38681
O -2.42920 0.19475 -0.14250
Li -3.16804 -0.61717 1.36425
Li 1.06405 -1.28145 -1.25918
H 0.51195 1.14572 -1.39516
H 0.38718 0.61785 1.65384
*
```

Output
- E (eV) = -8680.9020
- energy relative to the best compared isomer or geometry (same formula, charge and spin) (kcal/mol) = 89.3
- maximum force (hartree/bohr) = 0.0790
- lowest unoccupied orbital energy (alpha / beta) (Eh) = -0.04771 / -0.05410